{
  "formula": "C20H59HgO10",
  "method": "the ωB97M-V functional and the def2-TZVPD basis",
  "elements": ["Hg", "O", "O", "O", "O", "O", "O", "O", "O", "O", "O", "C", "C", "C", "C", "C", "C", "C", "C", "C", "C", "C", "C", "C", "C", "C", "C", "C", "C", "C", "C", "H", "H", "H", "H", "H", "H", "H", "H", "H", "H", "H", "H", "H", "H", "H", "H", "H", "H", "H", "H", "H", "H", "H", "H", "H", "H", "H", "H", "H", "H", "H", "H", "H", "H", "H", "H", "H", "H", "H", "H", "H", "H", "H", "H", "H", "H", "H", "H", "H", "H", "H", "H", "H", "H", "H", "H", "H", "H", "H"],
  "positions_angstrom": [[2.313915, -28.362924, -3.008963], [0.473985, -24.321137, 3.701443], [6.562817, -27.255668, -2.381479], [5.240649, -25.550889, 4.428631], [-0.143167, -28.248568, -3.147034], [2.362950, -28.050304, -0.627948], [-1.306998, -26.291973, 3.727685], [2.155040, -26.047640, -3.298677], [1.175426, -30.717881, 0.274619], [4.929357, -22.627337, -1.311704], [-3.612197, -25.552426, -1.031784], [-0.878326, -27.498446, -2.216214], [0.620747, -30.657864, 1.561788], [-0.790202, -27.579299, 3.604445], [0.122549, -27.841054, 4.827349], [1.306476, -31.686799, 2.475314], [2.487873, -27.305620, 0.522349], [0.325781, -22.042098, 2.781785], [-0.200341, -23.495878, 2.732840], [7.517935, -26.417691, -0.347061], [4.145480, -23.364020, 0.897778], [-1.825652, -24.004342, -0.612936], [4.504865, -22.162660, -0.016788], [-1.341372, -28.404468, -1.077180], [4.138380, -27.639311, 4.389210], [4.730547, -26.518983, 3.515082], [6.335543, -27.177375, -1.011928], [1.702910, -23.852168, -2.441911], [2.766620, -24.921553, -2.729904], [-3.079421, -24.364523, -1.483065], [1.541956, -26.112523, 0.802271], [3.361598, -23.958611, 0.428647], [0.719982, -29.664163, 1.998601], [-0.228766, -26.724669, -1.807027], [4.992635, -24.024809, 1.081637], [4.002740, -26.095093, 2.823196], [0.322025, -21.662424, 3.803524], [3.763723, -23.067913, 1.874854], [0.502590, -26.440748, 0.792902], [8.462035, -26.842745, -0.687806], [5.047903, -21.835764, -1.841748], [2.118248, -23.013200, -1.883585], [0.014266, -25.158640, 3.795478], [5.323631, -21.597399, 0.428411], [-1.622090, -27.858296, -0.176631], [-0.163410, -27.619799, 2.713599], [5.376780, -26.659150, -0.994338], [-0.461942, -30.779265, 1.528046], [0.437047, -28.883079, 4.769290], [6.254542, -28.164808, -0.557486], [-1.700911, -26.962121, -2.689301], [4.981724, -28.157738, 4.845415], [4.527912, -24.931200, 4.600631], [3.524693, -27.001767, 0.666478], [-2.773470, -24.496483, -2.520892], [-1.274321, -23.537768, 2.914260], [-1.099138, -23.459393, -1.215698], [3.641755, -21.518288, -0.183863], [6.551647, -26.339739, -2.668775], [1.347119, -21.893583, 2.431209], [1.734424, -25.645215, 1.768021], [-0.224084, -21.331561, 2.164640], [2.392137, -31.629794, 2.396452], [1.669779, -25.716482, -4.057925], [7.379315, -26.406479, 0.734038], [-0.463653, -29.024538, -0.894919], [-3.827150, -23.571915, -1.510646], [1.039629, -27.257074, 4.905031], [-0.466865, -27.662004, 5.726585], [-4.333276, -25.785385, -1.621172], [-0.837976, -28.618145, -3.696802], [7.579273, -25.360884, -0.606862], [1.105113, -31.599424, 3.542980], [3.596252, -28.353497, 3.769431], [1.589784, -25.278989, 0.101533], [-2.082111, -29.161126, -1.335783], [2.398923, -27.952261, 1.395301], [1.039385, -32.697451, 2.166536], [3.259448, -25.181214, -1.792995], [-1.299499, -24.935150, -0.401152], [-1.520412, -28.388403, 3.619537], [-1.747689, -25.994139, 2.928501], [3.564372, -24.603009, -3.400881], [1.308721, -23.460067, -3.379446], [-0.155368, -23.993418, 1.764067], [5.507471, -26.950731, 2.884147], [1.626530, -29.882691, 0.131197], [0.869369, -24.201622, -1.832659], [3.490524, -27.216724, 5.157191], [-2.138758, -23.441388, 0.266352]],
  "forces_ev_per_angstrom": [[-0.23, 1.06, 2.47], [0.83, 1.47, -0.47], [0.30, -0.72, -1.60], [0.39, 0.23, -0.85], [0.44, -0.31, -1.26], [-1.30, -1.93, -1.31], [-0.81, 0.67, 0.31], [-0.74, -1.19, -0.71], [-0.05, 0.11, -0.58], [-0.21, -0.32, 0.29], [-0.58, -1.32, 0.66], [-0.93, 1.01, 2.20], [0.09, -0.15, 1.43], [1.89, -0.66, 0.83], [-0.48, -0.15, -0.41], [-0.01, -0.22, -0.21], [0.85, 2.17, 0.14], [0.14, -0.32, -0.06], [0.11, -0.35, 0.54], [-1.00, 0.09, 0.06], [0.03, 0.35, -0.72], [-1.03, -0.29, -1.22], [0.07, -0.81, 0.38], [0.81, -0.40, -0.31], [0.31, 0.13, -0.89], [-0.55, -0.66, 1.05], [0.70, 1.19, 0.81], [0.41, 0.14, -0.23], [0.57, 1.62, 1.35], [1.59, 1.19, -0.32], [-0.09, -0.33, -0.54], [-0.04, -0.03, -0.08], [0.35, 0.28, -0.01], [0.20, -0.07, -0.01], [0.17, 0.13, -0.16], [-0.24, 0.22, 0.09], [-0.22, -0.17, 0.05], [0.04, 0.33, -0.08], [-0.13, -0.15, 0.07], [-0.08, -0.33, 0.40], [0.15, -0.01, -0.18], [0.30, -0.01, -0.16], [-0.55, -0.13, 0.02], [-0.10, 0.17, 0.13], [-0.09, -0.04, -0.16], [-0.12, -0.35, -0.33], [-0.23, 0.13, 1.31], [-0.11, -0.49, -0.17], [-0.08, -0.11, 0.26], [-0.09, -0.09, -0.33], [-0.05, -0.13, -0.30], [-0.19, -0.02, 0.23], [0.00, 0.10, 0.13], [0.36, 0.50, -0.16], [0.32, 0.11, -0.30], [-0.27, 0.46, 0.47], [-0.27, 0.53, 0.12], [-0.12, 0.12, 0.40], [0.21, 0.01, -0.37], [0.23, -0.62, 0.01], [0.12, -0.28, 0.24], [-0.52, -0.29, 0.01], [0.04, 0.23, -0.24], [-0.26, -0.21, -0.32], [0.41, -0.33, 0.11], [0.19, 0.06, 0.65], [0.03, 0.27, 0.33], [-0.18, 0.33, -0.36], [0.09, -0.20, 0.09], [-0.21, -0.17, 0.14], [0.45, -0.65, -0.59], [-0.37, 0.10, -0.37], [-0.44, 0.22, -0.06], [-0.19, -0.17, 0.08], [0.29, -0.16, -0.39], [-0.45, 0.45, -0.23], [-0.41, -0.91, 0.02], [-0.07, -0.02, 0.00], [-0.12, -0.44, -0.04], [-0.23, -0.12, 0.53], [-0.41, 0.24, -0.34], [-0.20, -0.21, -0.15], [-0.11, 0.42, 0.02], [-0.13, 0.09, -0.05], [0.64, 0.35, -0.53], [0.42, 0.31, 0.19], [0.29, 0.22, -0.33], [0.12, -0.44, -0.13], [0.00, -0.11, -0.06], [0.38, -0.22, 0.07]],
  "homo_ev": -11.82,
  "max_force_ev_per_a": 2.70,
  "e_lumo_ev": -7.09,
  "gap_ev": 4.7,
  "multiplicity": 1,
  "total_charge": 1
}

=====

{
  "formula": "C20H59N7O8",
  "method": "the ωB97M-V functional and the def2-TZVPD basis",
  "elements": ["O", "O", "O", "O", "O", "O", "O", "O", "N", "N", "N", "N", "N", "N", "N", "C", "C", "C", "C", "C", "C", "C", "C", "C", "C", "C", "C", "C", "C", "C", "C", "C", "C", "C", "C", "H", "H", "H", "H", "H", "H", "H", "H", "H", "H", "H", "H", "H", "H", "H", "H", "H", "H", "H", "H", "H", "H", "H", "H", "H", "H", "H", "H", "H", "H", "H", "H", "H", "H", "H", "H", "H", "H", "H", "H", "H", "H", "H", "H", "H", "H", "H", "H", "H", "H", "H", "H", "H", "H", "H", "H", "H", "H", "H"],
  "positions_angstrom": [[-0.692113, 1.598961, -1.175523], [-0.752281, -1.443848, 2.395294], [-1.936909, -0.479038, 5.108794], [1.081439, 2.596953, 3.522986], [2.331820, 4.677064, 2.370080], [1.790835, -5.516641, 2.251034], [2.696917, -1.544820, -2.157956], [-3.596663, -0.769704, -3.278819], [0.086853, -4.411211, 1.361753], [-1.308842, -1.123003, 0.264525], [1.192101, -3.615331, 3.261183], [0.022473, 0.401364, 1.427006], [2.139621, -1.548546, -5.716636], [0.716816, 3.984229, -0.836570], [-2.406780, -3.514452, -1.229354], [-3.295356, -0.839130, 5.006607], [1.971075, 1.944543, 4.366638], [-0.705592, -0.751755, 1.378685], [-2.564954, -3.447717, -3.758456], [1.851238, -1.807312, -1.046558], [2.022545, -1.763241, -3.374045], [-3.624483, -1.691420, -2.229690], [-0.446801, 1.103198, -2.491140], [-4.233134, 0.440059, -2.907216], [1.319420, 3.657905, 0.448636], [2.837951, -1.228813, -4.529305], [-3.562328, -2.321181, 5.302542], [2.726213, 5.888705, 3.042304], [2.396296, 2.559282, 0.152333], [-0.736520, 2.174978, -3.542127], [-2.472309, -2.704928, -2.441570], [1.861999, 4.876054, 1.076976], [1.361667, 0.837096, 5.138856], [3.166618, 0.261154, -4.299597], [1.076856, -4.563596, 2.283270], [-1.691353, 2.674418, -3.395112], [-2.945449, -2.960632, 4.663211], [0.070136, 0.938617, 0.557831], [-0.046416, 0.911325, 2.317689], [-5.215324, 0.154431, -2.495132], [0.534956, 3.261030, 1.118691], [-4.600690, -2.565069, 5.041095], [-0.584049, -3.652752, 1.398104], [-4.569020, -2.258827, -2.206014], [0.998155, -1.344216, -3.381801], [1.167632, -1.270143, -5.649310], [1.926945, 6.646141, 3.019150], [-0.663701, 1.749756, -4.538900], [-1.734429, -4.141570, -3.917441], [-4.364478, 1.127149, -3.740641], [1.398199, 4.269441, -1.525003], [3.003089, 5.662844, 4.055669], [1.842628, -3.805705, 4.010886], [-3.486299, -1.217185, -1.248135], [-0.262226, 2.476766, -1.082964], [-3.958091, -0.318022, 5.693328], [2.254272, 0.834597, -4.563736], [-1.293770, -0.425531, -0.476937], [1.901159, -2.860549, -3.471366], [3.507768, 0.523922, -3.298347], [-3.635866, -0.581107, 3.986727], [0.868409, 0.110544, 4.476812], [0.555123, 0.647291, -2.523197], [-3.247652, -4.062009, -1.130781], [-3.485369, -4.043628, -3.803450], [1.557563, 3.397816, 3.299836], [2.546407, -1.003103, -6.461409], [-0.009881, -5.203604, 0.733877], [3.579871, 6.334786, 2.512054], [2.009488, 0.312804, 5.834950], [-1.160651, 0.293890, -2.680933], [3.342117, 3.053678, -0.114901], [2.784245, 1.544548, 3.719517], [0.083687, 2.893095, -3.422668], [0.040618, 4.730596, -0.740521], [3.803591, -1.732405, -4.584359], [-1.657365, -4.177885, -1.319048], [-3.332000, -2.611355, 6.328460], [2.398734, -1.879915, -0.113660], [2.709983, 5.185832, 0.419611], [-2.585478, -2.772063, -4.620398], [-1.802022, -2.007297, 0.146374], [1.042793, -1.070433, -0.953346], [-1.539736, -1.036854, 4.431117], [-1.514422, -2.161966, -2.436761], [3.928730, 0.577152, -5.025348], [-3.675306, 0.944901, -2.100739], [2.108855, 1.932236, -0.692739], [1.117842, 5.697477, 1.087898], [2.620997, 1.932302, 1.007831], [0.654778, -2.761292, 3.237566], [1.406961, -2.792700, -1.265252], [0.543346, 1.280565, 5.708912], [2.436244, 2.702055, 5.028258]],
  "forces_ev_per_angstrom": [[-0.23, -0.37, -0.09], [-0.42, -1.00, 0.96], [-0.31, -0.10, 0.41], [-1.27, -0.10, -0.01], [0.38, 0.35, 1.28], [1.71, -2.26, -0.09], [-0.01, 0.88, 0.48], [0.16, 0.69, -0.44], [-0.55, 0.34, -0.63], [-0.27, 0.79, -1.92], [-0.19, 0.34, -0.01], [-0.17, 0.71, -0.57], [-0.53, 0.10, -1.22], [-0.69, 0.11, -0.04], [-0.24, -0.13, 0.02], [-0.86, -0.72, -0.35], [2.48, -0.22, -0.23], [0.68, 0.06, 1.93], [-0.42, -0.39, -0.40], [-0.40, -0.84, -0.84], [0.27, -1.19, 0.40], [0.93, -0.98, -0.05], [-0.95, -0.11, 0.03], [-0.51, -0.40, 0.87], [-0.14, -2.09, -0.21], [0.94, 0.56, 1.77], [0.24, -0.18, -0.79], [-0.10, 0.11, -1.34], [0.07, 0.93, 0.34], [1.51, -0.13, 0.43], [0.26, 0.89, 0.27], [1.11, 1.77, -0.51], [-1.68, -0.19, 0.21], [-0.67, 0.34, -1.10], [-0.85, 1.35, 0.75], [-0.05, -0.18, 0.09], [0.06, 0.06, -0.05], [-0.25, -0.01, 0.61], [0.40, -0.34, -0.71], [0.00, 0.50, -0.15], [0.20, -0.09, -0.39], [0.12, 0.06, 0.32], [0.17, -0.30, 0.05], [-0.10, 0.18, -0.02], [0.25, 0.22, 0.07], [-0.10, 0.09, -0.06], [-0.03, -0.36, 0.11], [-0.12, 0.01, -0.17], [0.04, 0.11, 0.21], [0.17, -0.32, -0.20], [0.23, 0.03, -0.03], [0.02, -0.26, 0.32], [-0.19, 0.10, -0.41], [-0.06, 0.07, -0.17], [0.15, 0.07, -0.23], [0.53, 0.73, 0.21], [0.33, -0.02, 0.37], [-0.27, -0.50, 0.08], [-0.12, 0.27, -0.26], [-0.09, -0.27, -0.03], [-0.12, -0.24, 0.26], [0.32, 0.06, 0.07], [-0.07, 0.46, -0.38], [-0.32, -0.20, 0.08], [0.04, 0.06, 0.05], [-0.20, 0.54, -0.64], [-0.08, -0.09, -0.48], [-0.09, 0.57, 0.31], [-0.01, -0.15, 0.17], [0.32, 0.12, -0.15], [0.03, -0.15, 0.32], [-0.18, -0.03, -0.06], [-0.02, 0.06, 0.44], [-0.34, 0.30, -0.36], [-0.06, 0.16, -0.07], [0.01, -0.34, 0.32], [0.37, -0.29, 0.05], [-0.17, 0.25, 0.05], [0.31, 0.17, -0.09], [-0.30, 0.29, 0.31], [0.01, 0.06, 0.27], [0.26, 0.22, 0.03], [0.18, -0.03, -0.05], [0.61, 0.17, -0.25], [-0.27, 0.25, -0.13], [-0.06, -0.03, 0.18], [-0.02, -0.05, -0.21], [-0.18, -0.02, 0.15], [0.08, -0.29, -0.13], [-0.19, -0.08, 0.17], [-0.04, -0.01, 0.04], [-0.24, 0.13, 0.55], [-0.09, -0.19, 0.25], [-0.07, -0.42, 0.06]],
  "homo_ev": -9.13,
  "max_force_ev_per_a": 2.83,
  "e_lumo_ev": 0.35,
  "gap_ev": 9.5,
  "multiplicity": 1,
  "total_charge": 0,
  "smiles": "COC[C@H](C)N.COC[C@H](C)N.COC[C@H](C)N.NC(N)=O.NC(N)=O.CCO.CCO.CCO"
}